Record 1
Formula: C20H22Br2MnN10O3S
Source: the Open Molecules 2025 dataset
Level of theory: ωB97M-V/def2-TZVPD

```
! wB97M-V def2-TZVPD RIJCOSX def2/J DEFGRID3
* xyz 0 2
Mn -0.321 0.035 -0.651
C -3.789 -3.304 2.595
C -4.180 -1.833 2.658
N -3.965 -1.136 1.400
C -2.756 -0.768 0.945
S -2.662 -0.098 -0.644
N -1.736 -0.942 1.787
N -0.567 -0.551 1.255
C 0.500 -0.700 1.986
C 0.497 -1.335 3.337
C 1.678 -0.063 1.416
C 2.876 0.107 2.118
C 3.873 0.893 1.581
C 3.659 1.523 0.357
C 2.465 1.285 -0.293
N 1.512 0.482 0.190
H -4.026 -3.802 3.536
H -2.721 -3.397 2.403
H -4.322 -3.813 1.790
H -3.602 -1.322 3.427
H -5.235 -1.726 2.910
H -4.714 -1.079 0.731
H -0.325 -2.046 3.395
H 0.344 -0.592 4.125
H 1.437 -1.852 3.533
H 2.994 -0.353 3.089
H 4.800 1.041 2.119
H 4.395 2.182 -0.081
H 2.248 1.753 -1.249
N 2.287 -1.130 -2.385
N 2.597 -2.164 -1.509
C 1.592 -2.831 -0.900
N 2.007 -3.903 -0.172
N 0.358 -2.364 -0.960
N -0.619 -3.358 -0.781
O -0.402 -4.490 -1.203
O -1.647 -3.016 -0.263
H 2.943 -1.101 -3.150
H 2.226 -0.265 -1.871
H 3.493 -2.174 -1.040
H 2.844 -4.355 -0.507
H 1.287 -4.555 0.094
Br 0.400 1.043 -5.585
C 0.008 2.210 -4.150
C -0.094 3.588 -4.387
C -0.353 4.466 -3.368
Br -0.467 6.321 -3.751
C -0.518 4.002 -2.043
C -0.758 4.799 -0.900
C -0.870 4.206 0.326
C -0.751 2.810 0.438
N -0.540 2.044 -0.606
C -0.422 2.613 -1.834
C -0.161 1.665 -2.883
O -0.087 0.418 -2.575
H 0.039 3.957 -5.394
H -0.846 5.871 -1.009
H -1.054 4.797 1.212
H -0.848 2.307 1.393
*
```

Values from the calculation:
electronic energy	-224378.7596	eV
LUMO energy (spin up / spin down)	-0.419 / -0.423	eV
⟨S²⟩	0.7759
energy relative to the best compared isomer or geometry (same formula, charge and spin)	15.1	kcal/mol

Charge distribution, natural (NBO) scheme, values in e: number 1, Mn, carries 0.864; number 2, C, carries -0.618; number 3, C, carries -0.215; number 4, N, carries -0.581; number 5, C, carries 0.331; number 6, S, carries -0.204; number 7, N, carries -0.472; number 8, N, carries -0.187; number 9, C, carries 0.135; number 10, C, carries -0.667; number 11, C, carries 0.186; number 12, C, carries -0.245; number 13, C, carries -0.154; number 14, C, carries -0.264; number 15, C, carries 0.043; number 16, N, carries -0.469; number 17, H, carries 0.205; number 18, H, carries 0.223; number 19, H, carries 0.209; number 20, H, carries 0.211; number 21, H, carries 0.195; number 22, H, carries 0.408; number 23, H, carries 0.258; number 24, H, carries 0.228; number 25, H, carries 0.212; number 26, H, carries 0.229; number 27, H, carries 0.224; number 28, H, carries 0.230; number 29, H, carries 0.216; number 30, N, carries -0.611; number 31, N, carries -0.431; number 32, C, carries 0.645; number 33, N, carries -0.794; number 34, N, carries -0.483; number 35, N, carries 0.637; number 36, O, carries -0.449; number 37, O, carries -0.342; number 38, H, carries 0.372; number 39, H, carries 0.360; number 40, H, carries 0.375; number 41, H, carries 0.396; number 42, H, carries 0.421; number 43, Br, carries 0.055; number 44, C, carries -0.204; number 45, C, carries -0.212; number 46, C, carries -0.115; number 47, Br, carries 0.037; number 48, C, carries -0.104; number 49, C, carries -0.143; number 50, C, carries -0.238; number 51, C, carries 0.055; number 52, N, carries -0.386; number 53, C, carries 0.073; number 54, C, carries 0.393; number 55, O, carries -0.742; number 56, H, carries 0.239; number 57, H, carries 0.233; number 58, H, carries 0.223; number 59, H, carries 0.206

Record 2
Formula: C24H43ClP2Pt
Source: the Open Molecules 2025 dataset
Level of theory: ωB97M-V/def2-TZVPD

```
! wB97M-V def2-TZVPD RIJCOSX def2/J DEFGRID3
* xyz 2 5
Pt -0.358 -0.858 -1.734
C 2.768 0.251 1.847
C 2.317 1.548 1.340
C 1.535 1.296 3.463
C 2.313 0.140 3.178
C 1.485 2.121 2.291
C 3.662 -0.727 1.214
H 3.880 -0.417 0.187
H 3.131 -1.705 1.183
H 4.633 -0.869 1.738
C 2.767 -0.851 4.182
H 3.346 -1.618 3.659
H 1.977 -1.335 4.778
H 3.470 -0.364 4.877
C 1.036 1.702 4.813
H 1.899 1.892 5.523
H 0.408 0.904 5.314
H 0.447 2.674 4.795
C 0.898 3.460 2.151
H 1.529 4.248 2.572
H -0.062 3.538 2.641
H 0.756 3.697 1.102
C 2.668 2.072 0.016
H 3.560 2.755 0.016
H 1.892 2.721 -0.396
H 2.959 1.353 -0.765
C -1.470 -2.315 -3.084
C -0.134 -2.068 -3.370
C 0.358 -1.162 -4.479
C -0.139 0.325 -4.334
C -0.617 0.718 -2.928
C -2.003 0.421 -2.524
C -3.040 -0.303 -3.373
C -2.623 -1.739 -3.896
H 0.054 -1.533 -5.483
H -0.894 0.555 -5.109
H 1.462 -1.203 -4.492
H -2.479 -1.780 -5.009
H -1.669 -3.234 -2.486
H 0.547 -2.899 -3.062
H -3.497 -2.428 -3.799
H -3.946 -0.504 -2.739
H -2.581 1.014 -1.774
H -3.491 0.234 -4.255
H 0.729 0.958 -4.501
H -0.308 1.722 -2.575
P -0.337 -1.874 0.878
P -1.803 1.089 0.992
C -2.182 -1.697 0.259
C -2.903 -0.345 0.558
H -2.580 -2.575 0.784
H -2.016 -1.769 -0.851
H -3.434 -0.011 -0.373
H -3.632 -0.453 1.399
C -2.112 1.361 2.729
H -1.332 1.949 3.170
H -2.083 0.433 3.269
H -3.053 1.860 2.783
C -2.489 2.479 0.116
H -3.558 2.451 0.136
H -2.155 2.585 -0.901
H -2.111 3.376 0.561
C 0.151 -3.568 0.345
H 1.233 -3.724 0.452
H -0.107 -3.669 -0.715
H -0.383 -4.270 0.961
C 1.759 -0.985 -1.493
H 2.572 -0.217 -1.384
H 1.920 -1.241 -2.603
H 1.761 -1.823 -0.739
Cl -0.304 -1.771 2.953
*
```

Values from the calculation:
electronic energy	-59910.8889	eV
LUMO energy (spin up / spin down)	-5.514 / -8.077	eV
⟨S²⟩	6.0259
energy relative to the best compared isomer or geometry (same formula, charge and spin)	1.5	kcal/mol

Charge distribution, Löwdin scheme, values in e: number 1, Pt, carries 1.055; number 2, C, carries -0.122; number 3, C, carries -0.114; number 4, C, carries -0.142; number 5, C, carries -0.189; number 6, C, carries -0.155; number 7, C, carries -0.011; number 8, H, carries 0.070; number 9, H, carries 0.101; number 10, H, carries 0.126; number 11, C, carries -0.014; number 12, H, carries 0.086; number 13, H, carries 0.088; number 14, H, carries 0.121; number 15, C, carries -0.007; number 16, H, carries 0.124; number 17, H, carries 0.114; number 18, H, carries 0.104; number 19, C, carries -0.003; number 20, H, carries 0.125; number 21, H, carries 0.073; number 22, H, carries 0.082; number 23, C, carries -0.004; number 24, H, carries 0.135; number 25, H, carries 0.087; number 26, H, carries 0.057; number 27, C, carries -0.191; number 28, C, carries -0.348; number 29, C, carries -0.164; number 30, C, carries -0.147; number 31, C, carries -0.314; number 32, C, carries -0.205; number 33, C, carries -0.159; number 34, C, carries -0.145; number 35, H, carries 0.136; number 36, H, carries 0.129; number 37, H, carries 0.109; number 38, H, carries 0.135; number 39, H, carries 0.127; number 40, H, carries 0.132; number 41, H, carries 0.126; number 42, H, carries 0.117; number 43, H, carries 0.060; number 44, H, carries 0.143; number 45, H, carries 0.111; number 46, H, carries 0.117; number 47, P, carries 0.509; number 48, P, carries 0.812; number 49, C, carries -0.393; number 50, C, carries -0.388; number 51, H, carries 0.084; number 52, H, carries 0.004; number 53, H, carries 0.065; number 54, H, carries 0.101; number 55, C, carries -0.272; number 56, H, carries 0.000; number 57, H, carries 0.015; number 58, H, carries 0.053; number 59, C, carries -0.284; number 60, H, carries 0.058; number 61, H, carries 0.022; number 62, H, carries 0.044; number 63, C, carries -0.289; number 64, H, carries 0.052; number 65, H, carries 0.032; number 66, H, carries 0.043; number 67, C, carries -0.153; number 68, H, carries 0.003; number 69, H, carries 0.023; number 70, H, carries -0.030; number 71, Cl, carries 0.330

Record 3
Formula: C4H4HoO2
Source: the Open Molecules 2025 dataset
Level of theory: ωB97M-V/def2-TZVPD

```
! wB97M-V def2-TZVPD RIJCOSX def2/J DEFGRID3
* xyz 1 5
H 0.756 2.237 -1.764
O -0.382 -1.092 1.735
C -0.785 -0.495 0.468
C 0.383 0.414 0.065
C 0.166 1.460 -0.912
C 0.929 0.628 -1.623
O 1.121 -0.153 -2.606
Ho 1.546 -0.087 2.125
H -1.048 -1.660 2.131
H -1.723 0.057 0.632
H -0.963 -1.309 -0.253
*
```

Values from the calculation:
electronic energy	-34090.1951	eV
LUMO energy (spin up / spin down)	-5.053 / -5.053	eV
⟨S²⟩	6.0121
energy relative to the best compared isomer or geometry (same formula, charge and spin)	66.9	kcal/mol

Charge distribution, natural (NBO) scheme, values in e: number 1, H, carries 0.387; number 2, O, carries -0.854; number 3, C, carries -0.145; number 4, C, carries -0.558; number 5, C, carries -0.466; number 6, C, carries 0.485; number 7, O, carries -0.488; number 8, Ho, carries 1.681; number 9, H, carries 0.532; number 10, H, carries 0.204; number 11, H, carries 0.221